[1]
The following is a quantum chemistry calculation of one molecule with the formula C25H34N2O6 at a distorted geometry, from OMol25.

Structure (XYZ):
```
67
Properties=species:S:1:pos:R:3
C -5.995 0.767 3.045
C -5.260 0.444 1.754
O -4.627 -0.809 1.909
C -3.989 -1.298 0.757
C -2.666 -0.600 0.420
H -2.840 0.450 0.181
H -2.239 -1.082 -0.460
C -1.688 -0.697 1.594
N -0.419 -0.079 1.292
C 0.005 1.121 1.738
O 1.125 1.549 1.473
C -0.879 1.966 2.561
C -0.468 2.945 3.431
C -1.640 3.544 3.939
C -2.678 2.904 3.332
O -2.232 1.952 2.501
H -3.740 3.031 3.405
H -1.702 4.341 4.651
H 0.547 3.181 3.670
C 0.500 -0.867 0.475
C 0.409 -0.538 -0.994
C 0.574 0.765 -1.454
C 0.515 1.041 -2.804
C 0.268 0.026 -3.712
C 0.073 -1.280 -3.281
C 0.164 -1.574 -1.906
O -0.034 -2.818 -1.370
C 0.391 -3.966 -2.074
H 0.464 -4.753 -1.324
H -0.327 -4.259 -2.843
H 1.370 -3.813 -2.533
O -0.226 -2.315 -4.128
C -0.296 -2.061 -5.508
H -0.528 -3.020 -5.968
H 0.658 -1.695 -5.902
H -1.089 -1.345 -5.748
H 0.213 0.264 -4.761
H 0.655 2.050 -3.160
H 0.764 1.554 -0.744
H 0.216 -1.916 0.604
C 1.921 -0.762 1.095
O 2.094 -1.110 2.243
N 2.902 -0.427 0.241
H 2.633 -0.003 -0.634
C 4.237 -0.106 0.699
H 4.378 -0.637 1.642
C 4.414 1.409 0.845
C 4.708 1.907 -0.577
C 5.200 0.682 -1.374
H 4.502 0.445 -2.178
H 6.173 0.863 -1.830
C 5.264 -0.475 -0.370
H 6.251 -0.525 0.089
H 5.048 -1.438 -0.829
H 5.456 2.699 -0.564
H 3.805 2.318 -1.029
H 3.519 1.859 1.269
H 5.256 1.611 1.506
H -1.511 -1.751 1.829
H -2.133 -0.234 2.474
H -3.796 -2.354 0.969
H -4.666 -1.232 -0.109
H -5.968 0.400 0.911
H -4.520 1.226 1.536
H -6.494 1.729 2.962
H -6.734 -0.001 3.253
H -5.290 0.796 3.872
```

* largest force on an atom: 1.282 eV Å⁻¹
* energy relative to the best compared isomer or geometry (same formula, charge and spin): 40.3 kcal per mole
* DFT total energy: -1533.9612 Ha
* HOMO: -8.5 eV
* charge: 0
* HOMO-LUMO gap: 9.07 eV
* SMILES: CCOCCCN(C(=O)c1ccco1)[C@H](C(=O)NC1CCCC1)c1cccc(OC)c1OC

[2]
The following is a quantum chemistry calculation of one molecule with the formula C25H34N4O2, from OMol25.

Structure (XYZ):
```
65
Properties=species:S:1:pos:R:3
C -1.474 -5.426 4.035
N -1.264 -4.310 3.140
C -0.014 -4.084 2.653
O 0.904 -4.850 2.876
C 0.149 -2.831 1.812
H -0.480 -2.917 0.922
C 1.602 -2.634 1.385
H 2.206 -2.409 2.266
C 1.758 -1.520 0.350
C 3.207 -1.411 -0.132
C 3.347 -0.272 -1.139
H 4.387 -0.159 -1.446
C 2.852 1.042 -0.528
N 1.494 0.887 -0.064
C 0.400 1.416 -0.660
O -0.734 1.060 -0.379
C 0.643 2.509 -1.651
C 0.201 2.338 -2.952
C 0.342 3.352 -3.908
C 0.926 4.556 -3.487
C 1.346 4.726 -2.183
C 1.215 3.712 -1.252
H 1.535 3.851 -0.230
H 1.781 5.671 -1.889
H 1.046 5.377 -4.174
N -0.050 3.159 -5.212
C -0.866 2.015 -5.544
H -0.307 1.089 -5.386
H -1.783 1.975 -4.944
H -1.145 2.061 -6.594
C -0.048 4.270 -6.132
H -0.363 3.925 -7.114
H 0.961 4.677 -6.230
H -0.722 5.076 -5.815
H -0.258 1.396 -3.203
C 1.328 -0.164 0.917
H 0.275 -0.172 1.196
H 1.933 0.078 1.798
H 2.903 1.845 -1.263
H 3.484 1.307 0.329
H 2.751 -0.493 -2.028
H 3.520 -2.352 -0.588
H 3.858 -1.222 0.725
H 1.119 -1.743 -0.512
H 1.975 -3.571 0.968
H -0.191 -1.975 2.393
C -2.391 -3.428 2.957
H -3.294 -4.037 3.050
H -2.378 -3.017 1.945
C -2.425 -2.270 3.988
C -2.443 -0.920 3.326
N -1.373 -0.157 3.507
C -1.336 1.033 2.931
C -2.353 1.529 2.134
C -3.468 0.731 1.936
C -3.520 -0.510 2.546
H -4.376 -1.158 2.420
H -4.284 1.071 1.315
H -2.269 2.498 1.670
H -0.439 1.610 3.120
H -1.537 -2.325 4.619
H -3.305 -2.367 4.626
H -2.235 -6.099 3.634
H -1.790 -5.075 5.020
H -0.532 -5.963 4.128
```

* largest force on an atom: 0.582 eV Å⁻¹
* energy relative to the best compared isomer or geometry (same formula, charge and spin): 28.1 kcal per mole
* DFT total energy: -1342.5781 Ha
* HOMO: -7.8 eV
* charge: 0
* HOMO-LUMO gap: 8.51 eV
* SMILES: CN(CCc1ccccn1)C(=O)CC[C@@H]1CCCN(C(=O)c2cccc(N(C)C)c2)C1

[3]
The following is a quantum chemistry calculation of C25H34N4O2STe4W as an isolated structure at a distorted geometry, from OMol25.

Structure (XYZ):
```
71
Properties=species:S:1:pos:R:3
W 0.159 0.027 2.156
O -1.473 -0.441 1.345
C -2.060 -1.140 0.357
C -3.232 -0.669 -0.213
C -3.797 -1.369 -1.267
C -3.216 -2.543 -1.741
C -2.091 -3.047 -1.118
C -1.498 -2.352 -0.062
C -0.538 -2.986 0.813
N 0.085 -2.387 1.760
C 0.454 -3.201 2.915
C -0.411 -2.603 4.029
N 0.065 -1.226 4.084
C 0.803 -0.867 5.072
C 1.822 0.141 4.905
C 2.384 0.856 5.967
C 3.549 1.566 5.783
C 4.221 1.484 4.561
C 3.700 0.759 3.506
C 2.468 0.135 3.652
O 1.903 -0.504 2.583
H -3.689 0.230 0.178
H -4.709 -0.999 -1.717
H -3.667 -3.079 -2.565
H -1.664 -3.993 -1.429
H -0.479 -4.074 0.750
H 1.510 -3.085 3.157
H 0.228 -4.257 2.757
H -0.270 -3.110 4.984
H -1.464 -2.633 3.745
H 0.789 -1.449 5.994
H 1.886 0.846 6.929
H 3.964 2.151 6.592
H 5.174 1.981 4.437
H 4.226 0.675 2.565
Te 1.447 2.177 1.164
Te 1.205 4.066 3.119
Te -1.457 3.825 3.220
Te -1.489 1.214 3.890
C 0.342 -0.896 -5.285
C 1.583 -1.722 -4.945
C 1.973 -1.738 -3.467
C 2.484 -0.415 -2.904
N 1.429 0.592 -2.736
C 0.617 0.751 -1.694
S 0.887 -0.354 -0.367
N -0.326 1.676 -1.801
C -1.364 2.130 -0.876
C -2.674 2.384 -1.620
C -2.719 3.692 -2.415
C -1.884 3.713 -3.697
H -0.014 -1.139 -6.285
H 0.540 0.179 -5.285
H -0.472 -1.098 -4.584
H 2.433 -1.372 -5.538
H 1.405 -2.755 -5.247
H 2.770 -2.471 -3.323
H 1.121 -2.070 -2.862
H 3.232 0.023 -3.564
H 2.951 -0.575 -1.935
H 1.230 1.153 -3.551
H -0.315 2.207 -2.663
H -1.032 3.054 -0.397
H -1.488 1.383 -0.099
H -3.470 2.412 -0.873
H -2.880 1.537 -2.282
H -2.415 4.518 -1.767
H -3.760 3.878 -2.679
H -0.815 3.855 -3.504
H -2.179 4.549 -4.329
H -2.026 2.800 -4.281
```

* largest force on an atom: 3.421 eV Å⁻¹
* energy relative to the best compared isomer or geometry (same formula, charge and spin): 0.0 kcal per mole
* DFT total energy: -2879.4409 Ha
* HOMO: -12.6 eV
* charge: +2
* HOMO-LUMO gap: 5.24 eV

[4]
The following is a quantum chemistry calculation of one molecule with the formula C25H34N4O6S, from OMol25.

Structure (XYZ):
```
70
Properties=species:S:1:pos:R:3
C -3.262 -4.659 -0.930
H -3.928 -5.468 -0.646
H -2.646 -4.984 -1.766
C -2.380 -4.291 0.258
H -2.988 -3.965 1.108
H -1.787 -5.157 0.566
O -1.409 -3.308 -0.060
C -1.799 -2.000 -0.205
C -3.065 -1.507 0.057
C -3.344 -0.157 -0.105
C -2.339 0.728 -0.534
C -1.071 0.235 -0.791
C -0.795 -1.116 -0.632
N 0.466 -1.670 -0.884
C 1.641 -1.050 -1.157
O 1.775 0.155 -1.258
C 2.795 -2.028 -1.309
H 2.523 -2.771 -2.063
C 3.144 -2.748 0.003
C 3.869 -1.838 0.991
O 5.029 -2.013 1.303
N 3.108 -0.850 1.503
H 2.180 -0.693 1.144
C 3.625 0.156 2.401
H 4.635 -0.153 2.674
C 3.637 1.571 1.781
N 4.743 1.921 0.927
C 4.847 1.173 -0.313
C 5.827 1.916 -1.222
H 5.980 1.376 -2.158
O 7.098 2.029 -0.622
C 7.008 2.683 0.621
C 6.044 1.963 1.568
H 5.968 2.518 2.506
H 6.441 0.955 1.775
H 8.019 2.698 1.032
H 6.655 3.716 0.472
H 5.428 2.919 -1.438
H 3.865 1.119 -0.786
H 5.235 0.155 -0.145
H 3.624 2.298 2.599
H 2.722 1.702 1.194
H 3.004 0.171 3.304
H 2.246 -3.147 0.479
H 3.819 -3.577 -0.215
H 3.665 -1.477 -1.667
H 0.462 -2.679 -0.813
H -0.270 0.877 -1.115
O -2.717 2.041 -0.642
C -1.831 2.975 -1.232
C -1.739 2.823 -2.747
H -1.105 3.606 -3.152
H -2.729 2.904 -3.189
H -1.318 1.857 -3.014
H -2.266 3.946 -0.979
H -0.838 2.909 -0.774
N -4.603 0.390 0.139
C -5.743 -0.236 0.543
O -5.839 -1.430 0.767
C -6.900 0.658 0.697
C -8.146 0.263 1.105
C -9.070 1.323 1.166
C -8.522 2.513 0.803
S -6.867 2.366 0.380
H -8.989 3.477 0.757
H -10.096 1.208 1.465
H -8.370 -0.759 1.349
H -4.632 1.389 -0.023
H -3.864 -2.145 0.393
H -3.859 -3.809 -1.247
```

* largest force on an atom: 0.760 eV Å⁻¹
* energy relative to the best compared isomer or geometry (same formula, charge and spin): 19.2 kcal per mole
* DFT total energy: -2041.7282 Ha
* HOMO: -7.7 eV
* charge: 0
* HOMO-LUMO gap: 7.88 eV
* SMILES: CCOc1cc(NC(=O)c2cccs2)c(OCC)cc1NC(=O)CCC(=O)NCCN1CCOCC1